No. 1
# C6H10

An isolated molecule of C6H10 (the ωB97M-V functional and the def2-TZVPD basis, OMol25).

Structure (ORCA input):
```
! RIJCOSX wB97M-V def2-TZVPD def2/J DEFGRID3
* xyz 0 1
C -1.22660 1.02580 2.50109
C -0.76335 0.53809 1.10312
C -0.09473 -0.55396 0.94350
C 0.52174 -0.89213 -0.38988
C 0.63973 0.02437 -1.35615
C 0.98036 -0.37790 -2.74834
H -0.43036 1.05647 3.30773
H -2.05082 0.33577 2.78384
H -1.60970 1.98908 2.53765
H -0.83027 1.39701 0.34551
H 0.41888 -1.11630 1.59121
H 0.69201 -2.02749 -0.41647
H 0.28982 1.15596 -1.34536
H 0.03646 -0.59643 -3.14812
H 1.33928 0.27082 -3.40269
H 1.80179 -1.05055 -2.57336
*
```

Its energy relative to the best compared isomer or geometry (same formula, charge and spin) is 3.038 eV. As for the HOMO-LUMO gap: 9.7 eV. The SMILES is C/C=C/C=C/C. As for the LUMO energy: 1.179 eV. The HOMO energy comes out at -8.480 eV. As for the largest force on an atom: 4.93 eV Å⁻¹.

***

No. 2
# C3HN3O2

A cluster of 2 separate species, C3HN3O2 in total (the ωB97M-V functional and the def2-TZVPD basis, OMol25).

Structure (ORCA input):
```
! RIJCOSX wB97M-V def2-TZVPD def2/J DEFGRID3
* xyz 0 1
C 0.32856 0.13582 0.41969
C 1.24778 1.10444 0.34538
C -0.18224 1.14423 -1.72963
N -0.89195 0.32194 1.04256
N -1.30563 1.24976 1.63723
N -1.95509 2.03104 2.14241
O -0.66677 2.15436 -1.84854
O 2.07336 1.86270 0.07490
H 0.73909 -0.86578 0.69506
*
```

Its energy relative to the best compared isomer or geometry (same formula, charge and spin) is 3.872 eV. As for the HOMO-LUMO gap: 8.6 eV. As for the LUMO energy: 0.005 eV. The HOMO energy comes out at -8.604 eV. As for the largest force on an atom: 4.16 eV Å⁻¹.

***

Copy entry 2 word for word.
# C3HN3O2

A cluster of 2 separate species, C3HN3O2 in total (the ωB97M-V functional and the def2-TZVPD basis, OMol25).

Structure (ORCA input):
```
! RIJCOSX wB97M-V def2-TZVPD def2/J DEFGRID3
* xyz 0 1
C 0.32856 0.13582 0.41969
C 1.24778 1.10444 0.34538
C -0.18224 1.14423 -1.72963
N -0.89195 0.32194 1.04256
N -1.30563 1.24976 1.63723
N -1.95509 2.03104 2.14241
O -0.66677 2.15436 -1.84854
O 2.07336 1.86270 0.07490
H 0.73909 -0.86578 0.69506
*
```

Its energy relative to the best compared isomer or geometry (same formula, charge and spin) is 3.872 eV. As for the HOMO-LUMO gap: 8.6 eV. As for the LUMO energy: 0.005 eV. The HOMO energy comes out at -8.604 eV. As for the largest force on an atom: 4.16 eV Å⁻¹.

***

> Which of these has the highest largest force on an atom?

C6H10

***

Repeat the second record exactly.
# C3HN3O2

A cluster of 2 separate species, C3HN3O2 in total (the ωB97M-V functional and the def2-TZVPD basis, OMol25).

Structure (ORCA input):
```
! RIJCOSX wB97M-V def2-TZVPD def2/J DEFGRID3
* xyz 0 1
C 0.32856 0.13582 0.41969
C 1.24778 1.10444 0.34538
C -0.18224 1.14423 -1.72963
N -0.89195 0.32194 1.04256
N -1.30563 1.24976 1.63723
N -1.95509 2.03104 2.14241
O -0.66677 2.15436 -1.84854
O 2.07336 1.86270 0.07490
H 0.73909 -0.86578 0.69506
*
```

Its energy relative to the best compared isomer or geometry (same formula, charge and spin) is 3.872 eV. As for the HOMO-LUMO gap: 8.6 eV. As for the LUMO energy: 0.005 eV. The HOMO energy comes out at -8.604 eV. As for the largest force on an atom: 4.16 eV Å⁻¹.